No. 1
A structure of composition C25H16ClN4O4V. Source: the Open Molecules 2025 dataset; level of theory: wB97M-V/def2-TZVPD.

Each line ends with the natural charge from an NBO analysis.
CARTESIAN COORDINATES (ANGSTROEM)
V -0.3490 -0.2647 -0.0028  1.440
O 1.7942 -2.4440 -2.7838  -0.637
C 0.9935 -1.8012 -2.1136  0.622
N 0.8876 -1.6807 -0.7862  -0.671
C 1.8016 -2.1958 0.1445  0.202
C 2.9467 -2.9408 -0.1197  -0.243
C 3.7199 -3.3993 0.9409  -0.219
C 3.3651 -3.1302 2.2541  -0.224
C 2.2278 -2.3827 2.5359  -0.225
C 1.4626 -1.9071 1.4823  0.089
N 0.2473 -1.2081 1.5953  -0.654
C -0.5741 -1.1554 2.6612  0.638
O -0.3458 -1.2663 3.8524  -0.596
C -2.0128 -0.9878 2.1920  0.147
C -3.0454 -0.9073 3.1070  -0.206
C -4.3459 -0.8893 2.6289  -0.143
C -4.5647 -0.9473 1.2587  -0.246
C -3.4706 -0.9918 0.4115  0.066
N -2.2219 -1.0145 0.8688  -0.457
C -0.0619 -0.9781 -2.8299  0.157
C -0.0640 -0.9214 -4.2162  -0.204
C -1.0173 -0.1424 -4.8435  -0.141
C -1.9308 0.5666 -4.0724  -0.252
C -1.8481 0.4749 -2.6979  0.061
N -0.9304 -0.2861 -2.0926  -0.486
H 3.2087 -3.1641 -1.1417  0.248
H 4.6091 -3.9803 0.7315  0.209
H 3.9763 -3.4999 3.0673  0.209
H 1.9356 -2.1547 3.5506  0.239
H -2.8020 -0.8827 4.1593  0.255
H -5.1821 -0.8394 3.3139  0.225
H -5.5646 -0.9515 0.8489  0.228
H -3.5903 -1.0130 -0.6649  0.204
H 0.6825 -1.4926 -4.7485  0.260
H -1.0496 -0.0784 -5.9233  0.225
H -2.6860 1.1922 -4.5265  0.228
H -2.5139 1.0298 -2.0476  0.207
Cl 2.2888 6.6110 0.8279  -0.001
C 1.9001 4.9521 0.4888  -0.103
C 2.9041 4.1027 -0.0230  -0.167
C 2.6401 2.7944 -0.3056  -0.225
C 1.3492 2.2384 -0.0831  0.444
O 1.1342 1.0077 -0.3712  -0.694
C 0.3496 3.1143 0.4347  -0.315
C -0.9715 2.6604 0.6503  0.455
O -1.4025 1.5018 0.4900  -0.644
C 0.6481 4.4718 0.7079  -0.141
H 3.8935 4.5079 -0.1904  0.231
H 3.4052 2.1379 -0.6973  0.231
H -1.6974 3.4165 0.9808  0.148
H -0.1287 5.1188 1.0970  0.224

Summary:
Kohn-Sham gap (spin up / spin down) (eV): 6.76 / 6.70
LUMO (spin up / spin down) (eV): -0.526 / -0.702
HOMO (spin up / spin down) (eV): -7.29 / -7.40
Largest force on an atom (eV/A): 0.45
DFT total energy (Ha): -2886.64025
2S+1: 3

=====

No. 2
A cluster of 3 separate species, C3H12N2O in total. Source: the Open Molecules 2025 dataset; level of theory: wB97M-V/def2-TZVPD.

Each line ends with the natural charge from an NBO analysis.
CARTESIAN COORDINATES (ANGSTROEM)
C -1.7973 1.0306 -0.6055  -0.591
C -0.7951 1.8232 -0.2328  0.049
N -0.4091 2.0765 1.0643  -0.811
H -2.3844 0.4868 0.1175  0.189
H -2.1099 0.9633 -1.6314  0.208
H -0.2294 2.3742 -0.9713  0.195
H -0.8051 1.4429 1.7447  0.365
H 0.5936 2.1836 1.1735  0.407
C 0.1786 -2.3138 0.4139  -0.410
N 0.4740 -1.3528 -0.6396  -0.869
H -0.6881 -2.9528 0.2042  0.172
H 1.0499 -2.9507 0.5631  0.194
H -0.0107 -1.7665 1.3362  0.193
H -0.3258 -0.7351 -0.7860  0.389
H 0.6561 -1.8350 -1.5137  0.361
O 2.1223 0.7785 0.1880  -1.002
H 1.5809 0.0015 -0.0510  0.497
H 2.8995 0.7455 -0.3741  0.466

Summary:
Energy above the lowest of the compared OMol25 structures with the same formula, charge and spin (kcal/mol): 10.69
Structure (SMILES): C=CN.CN.O
Kohn-Sham gap (eV): 9.19
LUMO (eV): 0.943
HOMO (eV): -8.25
Largest force on an atom (eV/A): 0.55
DFT total energy (Ha): -306.22691

=====

No. 3
A structure of composition C14H18BiF6N4O6S5. Source: the Open Molecules 2025 dataset; level of theory: wB97M-V/def2-TZVPD.

Each line ends with the natural charge from an NBO analysis.
CARTESIAN COORDINATES (ANGSTROEM)
Bi 0.5731 1.0930 0.0874  1.403
F 4.8321 -1.9973 -1.1647  -0.309
C 3.7904 -1.4693 -0.5288  0.708
F 3.4766 -0.3070 -1.1176  -0.316
F 4.1418 -1.2165 0.7331  -0.312
S 2.3348 -2.5994 -0.5460  2.275
O 1.3134 -1.8151 0.1076  -0.974
O 2.7867 -3.7949 0.0931  -0.919
N 2.1294 -2.8577 -2.0844  -1.234
S 1.1512 -2.0872 -3.0449  2.277
O 0.7791 -0.7596 -2.6315  -0.966
O 1.5441 -2.2975 -4.4026  -0.920
C -0.4165 -3.0447 -2.8803  0.705
F -1.3835 -2.4446 -3.5838  -0.322
F -0.8116 -3.1090 -1.6047  -0.323
F -0.2746 -4.2880 -3.3347  -0.312
S 0.6502 5.8246 -0.3092  -0.106
C 0.6777 4.1898 -0.1777  -0.533
S -0.7313 3.3002 0.3628  -0.210
S 2.0572 3.2085 -0.5845  -0.230
C -4.1896 -0.3948 -2.5571  -0.253
O -3.3700 0.4360 -3.3766  -0.523
C -2.2648 0.9143 -2.7566  0.882
O -2.0297 0.7340 -1.5798  -0.677
N -1.5214 1.6275 -3.6286  -0.466
N -0.2516 2.1244 -3.3390  -0.642
H -5.0381 -0.6732 -3.1755  0.189
H -4.5267 0.1442 -1.6724  0.188
H -3.6436 -1.2860 -2.2483  0.193
H -1.7767 1.5989 -4.5993  0.390
H -0.3090 2.8321 -2.6151  0.368
H 0.3505 1.3625 -3.0420  0.381
C -1.8921 -1.2473 0.9134  -0.431
N -1.1827 -0.1811 1.6190  -0.462
C -2.1255 0.7864 2.1763  -0.428
C -0.3262 -0.7464 2.6665  -0.250
C 0.7199 0.2347 3.1353  -0.090
C 1.1160 0.2307 4.4684  -0.214
C 2.1106 1.0896 4.9110  -0.213
C 2.7047 1.9684 4.0178  -0.219
C 2.3015 1.9829 2.6883  -0.248
C 1.3112 1.1185 2.2297  -0.348
H -2.5261 -1.8185 1.6075  0.165
H -1.1673 -1.9175 0.4562  0.233
H -2.5089 -0.8105 0.1321  0.228
H -2.8187 0.2965 2.8761  0.171
H -2.6980 1.2401 1.3670  0.217
H -1.5833 1.5702 2.7046  0.224
H 0.1692 -1.6238 2.2459  0.240
H -0.9416 -1.0835 3.5142  0.176
H 0.6389 -0.4511 5.1652  0.200
H 2.4129 1.0781 5.9511  0.204
H 3.4763 2.6501 4.3545  0.207
H 2.7595 2.6850 2.0016  0.228

Summary:
Energy above the lowest of the compared OMol25 structures with the same formula, charge and spin (kcal/mol): 0.00
Kohn-Sham gap (eV): 7.86
LUMO (eV): 2.490
HOMO (eV): -5.37
Total charge: -1
Largest force on an atom (eV/A): 0.15
DFT total energy (Ha): -4019.62095

=====

No. 4
A cluster of 2 separate species, C31H40N3O in total. Source: the Open Molecules 2025 dataset; level of theory: wB97M-V/def2-TZVPD.

Each line ends with the Mulliken charge.
CARTESIAN COORDINATES (ANGSTROEM)
C 2.0319 1.7246 6.3402  -1.584
C 2.0891 1.0559 4.9964  0.737
C 1.5145 -0.2056 4.8331  -0.810
C 1.4590 -0.8347 3.5867  1.755
C 0.7345 -2.1412 3.4666  -1.950
C 2.0245 -0.1752 2.4798  -1.379
N 1.8772 -0.7555 1.1724  0.667
C 1.0873 -0.3583 0.1694  0.184
N 1.2138 -1.1455 -0.9089  0.281
C 0.6221 -0.9268 -2.1826  -0.350
C 0.8101 0.3040 -2.8433  1.399
C 1.5202 1.4525 -2.1919  -1.075
C 0.4140 0.3991 -4.1808  -0.857
C -0.1790 -0.6762 -4.8470  0.795
C -0.5557 -0.5547 -6.2933  -1.623
C -0.3773 -1.8730 -4.1544  -0.916
C -0.0041 -2.0109 -2.8200  1.209
C -0.2549 -3.3253 -2.1500  -2.245
C 2.2417 -2.1577 -0.6718  -0.574
C 2.6848 -1.9060 0.7387  -0.699
C 2.6877 1.0577 2.6346  1.364
C 3.3551 1.7413 1.4827  -1.199
C 2.6980 1.6609 3.8951  -1.096
H 2.5523 2.6885 6.3257  0.373
H 0.9907 1.9072 6.6442  0.333
H 2.4803 1.0913 7.1193  0.371
H 1.0830 -0.7067 5.7024  0.452
H 0.6784 -2.4850 2.4322  0.135
H 1.2394 -2.9216 4.0527  0.420
H -0.2916 -2.0483 3.8489  0.422
H 1.3612 2.3635 -2.7832  0.443
H 1.1342 1.6603 -1.1861  -0.127
H 2.6061 1.2745 -2.1206  0.340
H 0.6088 1.3270 -4.7240  0.404
H -1.1062 -1.4481 -6.6056  0.391
H -1.1880 0.3276 -6.4626  0.372
H 0.3354 -0.4593 -6.9303  0.343
H -0.8173 -2.7215 -4.6813  0.392
H -1.1956 -3.7512 -2.5261  0.512
H 0.5293 -4.0525 -2.4057  0.364
H -0.3279 -3.2375 -1.0630  0.356
H 1.8278 -3.1604 -0.7986  0.343
H 3.0572 -2.0463 -1.3995  0.349
H 3.7473 -1.6466 0.8118  0.238
H 2.4930 -2.7713 1.3833  0.466
H 3.8600 2.6396 1.8604  0.453
H 4.1203 1.1089 1.0094  0.281
H 2.6425 2.0647 0.7076  0.066
H 3.1983 2.6235 4.0216  0.336
C -5.8107 -2.0397 -1.3035  -0.873
O -4.9810 -1.2555 -2.2007  -0.467
C -4.1237 -0.3512 -1.6628  0.954
C -3.3061 0.3882 -2.5542  -0.732
C -2.3503 1.2386 -2.0630  -0.339
C -2.1401 1.3916 -0.6527  0.703
C -1.1235 2.2715 -0.1918  -1.266
N -0.6729 2.3108 1.1023  0.590
C -0.2123 3.6088 1.6503  -0.833
C -0.5623 1.1999 1.8672  -1.727
C -3.0702 0.7568 0.2187  -1.111
C -4.0082 -0.1326 -0.2684  -0.310
H -6.3484 -2.7051 -1.9771  0.253
H -5.1936 -2.6136 -0.5956  0.353
H -6.5215 -1.4068 -0.7493  0.342
H -3.4610 0.2479 -3.6233  0.462
H -1.7508 1.8319 -2.7503  0.422
H -0.7818 3.1069 -0.8179  0.433
H 0.5205 3.4233 2.4406  0.277
H 0.2271 4.1967 0.8354  0.338
H -1.0781 4.1555 2.0545  0.323
H 0.0801 1.2861 2.7487  0.808
H -1.2433 0.3517 1.7396  0.320
H 0.3494 0.4394 0.2629  0.169
H -3.0872 0.9982 1.2835  0.631
H -4.6637 -0.6691 0.4226  0.423

Summary:
Energy above the lowest of the compared OMol25 structures with the same formula, charge and spin (kcal/mol): 42.96
Kohn-Sham gap (eV): 6.29
LUMO (eV): -2.421
HOMO (eV): -8.71
Total charge: +1
Largest force on an atom (eV/A): 2.28
DFT total energy (Ha): -1444.48043

=====

No. 5
An isolated molecule of C5H11NO3S. Source: the Open Molecules 2025 dataset; level of theory: wB97M-V/def2-TZVPD.

Each line ends with the natural charge from an NBO analysis.
CARTESIAN COORDINATES (ANGSTROEM)
C 3.5938 0.6829 0.8532  -0.639
C 2.6451 0.2143 -0.3147  -0.063
O 1.2713 0.3709 0.2344  -0.527
C 0.2246 0.2163 -0.6512  0.615
O 0.2037 0.0798 -1.8391  -0.569
S -1.3509 0.5641 0.2516  1.679
N -1.4174 0.2062 1.7527  -1.087
O -1.1530 2.0897 -0.4605  -0.910
C -2.6002 -0.2594 -0.8049  -0.546
C -2.9631 -1.6306 -0.3099  -0.639
H 2.9304 1.2763 1.5210  0.230
H 3.8973 -0.0842 1.5154  0.211
H 4.4838 1.2423 0.6164  0.224
H 2.8821 -0.8149 -0.5193  0.190
H 2.6944 0.8172 -1.1597  0.198
H -0.6571 0.4725 2.3345  0.402
H -3.3549 0.4876 -0.7793  0.249
H -2.0266 -0.1252 -1.7291  0.281
H -2.2772 -2.3360 -0.7037  0.224
H -2.9622 -1.6912 0.7445  0.246
H -4.0639 -1.7786 -0.5526  0.231

Summary:
Energy above the lowest of the compared OMol25 structures with the same formula, charge and spin (kcal/mol): 86.51
Structure (SMILES): CCOC(=O)[S@@](=N)(=O)CC
Kohn-Sham gap (eV): 10.02
LUMO (eV): 0.672
HOMO (eV): -9.34
Largest force on an atom (eV/A): 5.97
DFT total energy (Ha): -875.63717